1.
63
Properties=species:S:1:pos:R:3 method="wB97M-V/def2-TZVPD" e_homo_ev=-9.63 total_charge=0 smiles=CCO.CCO.CCO.CCO.CCO.CCO.CCO e_lumo_ev=0.486 de_lowest_kcal_mol=54.8 homo_lumo_gap_ev=10.118 e_tot_ha=-1085.174377
C 1.36 5.28 1.40
C 0.53 4.00 1.86
O 1.21 2.74 1.59
H 1.89 5.00 0.47
H 2.08 5.56 2.19
H 0.66 6.06 1.13
H -0.43 4.04 1.33
H 0.46 4.08 2.97
H 0.93 2.02 2.18
C 1.95 -4.49 1.39
C 1.20 -5.22 2.52
O -0.05 -4.53 2.82
H 2.02 -3.46 1.71
H 1.37 -4.54 0.46
H 2.93 -4.88 1.25
H 1.76 -5.19 3.45
H 0.94 -6.28 2.30
H -0.78 -4.76 2.20
C -3.40 2.03 4.22
C -2.52 2.81 3.24
O -3.18 2.95 1.97
H -2.93 1.89 5.17
H -3.66 1.05 3.74
H -4.26 2.65 4.37
H -1.58 2.31 3.09
H -2.22 3.79 3.61
H -4.09 3.11 2.18
C -1.36 -1.98 -4.01
C -1.56 -2.24 -5.52
O -2.38 -1.26 -6.19
H -2.29 -2.03 -3.46
H -1.07 -0.91 -3.90
H -0.58 -2.55 -3.54
H -2.15 -3.15 -5.59
H -0.67 -2.46 -6.06
H -1.91 -0.41 -6.12
C 2.71 -0.47 2.30
C 1.86 -0.51 3.51
O 0.70 0.29 3.20
H 2.14 -0.93 1.51
H 3.71 -1.03 2.42
H 3.00 0.60 1.97
H 2.29 -0.03 4.39
H 1.66 -1.52 3.84
H 0.02 -0.31 2.85
C 1.61 1.50 -5.24
C 0.53 1.27 -6.31
O -0.76 1.47 -5.88
H 1.70 2.57 -4.99
H 2.56 1.21 -5.64
H 1.40 0.99 -4.29
H 0.58 0.24 -6.63
H 0.82 1.92 -7.17
H -0.85 1.99 -5.09
C -0.67 -0.22 0.17
C -0.36 -1.67 0.42
O -0.10 -1.81 1.85
H -0.90 -0.15 -0.86
H 0.14 0.39 0.43
H -1.42 0.17 0.85
H 0.56 -1.95 -0.19
H -1.19 -2.29 0.10
H 0.00 -2.76 2.06

2.
62
Properties=species:S:1:pos:R:3 method="wB97M-V/def2-TZVPD" e_homo_ev=-10.45 total_charge=+1 e_lumo_ev=-3.902 homo_lumo_gap_ev=6.549 e_tot_ha=-3664.205719
C 0.09 2.52 2.33
C -1.01 1.57 2.30
C -0.47 0.24 2.27
H -2.07 1.79 2.45
C 0.95 0.34 2.34
C 1.32 1.74 2.38
H 1.62 -0.52 2.45
C -0.59 2.78 -1.35
C -1.60 2.58 -0.34
C -2.03 1.20 -0.42
H -2.07 3.38 0.24
C -1.34 0.54 -1.50
C -0.45 1.53 -2.06
H -1.03 -0.70 2.39
H 2.32 2.13 2.56
H 0.01 3.60 2.56
H 0.17 1.34 -2.94
H -2.82 0.73 0.17
H -0.15 3.74 -1.64
Hf 0.25 1.39 0.29
C -1.70 -0.81 -2.15
C -2.05 -0.54 -3.65
C -2.94 -1.46 -1.53
H -2.92 0.12 -3.73
H -2.31 -1.47 -4.17
H -1.23 -0.08 -4.20
H -3.80 -0.78 -1.56
H -2.75 -1.76 -0.49
H -3.21 -2.36 -2.10
C -0.54 -1.87 -2.13
C -0.04 -2.60 -0.84
H 0.36 -1.39 -2.56
H -0.83 -2.69 -2.81
O 0.37 -1.99 0.17
N 0.04 -3.95 -0.63
C 0.72 -4.23 0.64
H 0.02 -4.64 -1.37
C -0.16 -3.85 1.83
C 0.39 -3.46 3.06
H 1.48 -3.31 3.14
C -0.42 -3.28 4.19
H 0.03 -3.02 5.15
C -1.81 -3.47 4.10
H -2.44 -3.39 4.98
C -2.38 -3.79 2.86
H -3.46 -3.93 2.76
C -1.55 -3.95 1.73
H -1.99 -4.19 0.75
H 1.59 -3.56 0.66
H 1.06 -5.27 0.71
Se 2.51 1.00 -0.71
C 3.08 2.87 -1.08
C 3.95 3.06 -2.18
C 4.33 4.35 -2.54
C 3.85 5.46 -1.82
C 2.99 5.26 -0.73
C 2.63 3.96 -0.34
H 4.29 2.18 -2.73
H 5.00 4.51 -3.39
H 4.14 6.47 -2.10
H 2.59 6.11 -0.17
H 1.99 3.81 0.54

3.
20
Properties=species:S:1:pos:R:3 method="wB97M-V/def2-TZVPD" e_homo_ev="-3.97 / -3.97" total_charge=-1 e_lumo_ev="3.438 / 3.438" de_lowest_kcal_mol=46.2 homo_lumo_gap_ev="7.409 / 7.409" e_tot_ha=-710.023425
C -1.20 1.84 -1.22
C -1.72 1.98 -0.03
C -1.48 -0.73 -1.27
C -0.56 0.50 -1.07
C -1.35 0.58 0.46
C -2.10 -0.49 -0.13
C 1.00 -1.68 0.81
C 1.22 1.53 0.61
C 0.13 0.44 0.27
C 2.47 -1.77 0.59
O 1.06 2.01 1.76
O 0.27 -2.53 1.05
O 2.04 1.78 -0.23
F -3.05 -1.20 0.51
H -1.22 2.32 -2.14
H -2.44 2.65 0.50
H -1.33 -1.55 -1.97
H 2.93 -0.84 0.62
H 2.47 -2.20 -0.35
H 2.88 -2.63 1.24

4.
141
Properties=species:S:1:pos:R:3 method="wB97M-V/def2-TZVPD" e_homo_ev="-11.44 / -11.44" total_charge=+1 e_lumo_ev="-3.063 / -9.001" spin_multiplicity=2 homo_lumo_gap_ev="8.377 / 2.438" e_tot_ha=-4941.382921
O -2.88 3.24 1.85
V -1.41 3.26 1.26
O -0.74 4.70 1.43
C 0.15 -0.79 1.36
F -0.26 -0.52 2.57
F 1.38 -0.44 1.34
F 0.01 -2.08 1.15
S -0.89 0.33 0.08
O -0.96 -0.29 -1.26
O -2.25 0.48 0.64
N -0.17 1.86 0.27
S 0.89 1.82 -0.93
O 1.65 0.59 -1.16
O 0.29 2.43 -2.12
C 2.18 3.13 -0.28
F 3.16 3.23 -1.16
F 1.70 4.34 0.02
F 2.65 2.67 0.90
O -0.72 6.31 -1.28
H 0.16 6.27 -1.66
H -0.77 7.18 -0.89
C 1.76 -2.31 4.19
C 0.86 -3.14 5.06
C -0.59 -2.93 4.71
O 1.17 -4.46 4.90
H 1.50 -1.25 4.24
H 1.63 -2.64 3.16
H 2.80 -2.39 4.50
H 1.00 -2.93 6.12
H -0.85 -3.03 3.66
H -0.80 -1.93 5.10
H -1.27 -3.59 5.24
H 0.56 -4.98 5.43
C 3.13 1.49 -4.11
C 2.68 2.49 -5.19
C 1.34 3.16 -4.90
O 3.69 3.50 -5.18
H 4.08 0.98 -4.31
H 2.49 0.63 -3.95
H 3.12 1.99 -3.14
H 2.69 1.94 -6.13
H 1.08 3.90 -5.65
H 1.24 3.72 -3.97
H 0.52 2.45 -4.85
H 4.53 3.03 -5.20
C -5.57 -0.40 0.37
C -5.88 -0.45 1.89
C -6.23 0.87 2.43
O -7.00 -1.23 1.98
H -5.48 -1.44 0.08
H -4.63 0.13 0.17
H -6.39 0.12 -0.11
H -5.08 -0.88 2.49
H -7.11 1.30 1.95
H -5.36 1.53 2.35
H -6.43 0.92 3.50
H -6.80 -2.13 1.69
C 0.34 -4.55 -1.38
C 0.89 -4.17 -2.79
C 0.80 -2.69 -3.26
O 2.24 -4.47 -2.70
H 0.74 -3.99 -0.54
H 0.43 -5.60 -1.09
H -0.70 -4.24 -1.38
H 0.43 -4.84 -3.52
H -0.25 -2.40 -3.17
H 1.10 -2.60 -4.31
H 1.33 -1.98 -2.63
H 2.26 -5.39 -2.42
C -4.40 -2.90 -2.63
C -4.78 -1.70 -3.38
C -3.68 -0.61 -3.50
O -5.11 -2.13 -4.72
H -3.52 -3.35 -3.09
H -5.23 -3.59 -2.54
H -4.18 -2.61 -1.60
H -5.70 -1.28 -2.97
H -4.15 0.27 -3.95
H -2.90 -0.88 -4.21
H -3.08 -0.34 -2.64
H -5.20 -1.32 -5.22
C -4.08 2.78 -1.40
C -2.68 3.21 -1.76
C -2.45 3.86 -3.12
O -2.29 4.12 -0.70
H -4.34 2.62 -0.35
H -4.42 1.92 -1.97
H -4.79 3.55 -1.72
H -2.01 2.36 -1.71
H -3.27 4.56 -3.26
H -2.42 3.19 -3.98
H -1.54 4.45 -3.12
H -1.80 4.84 -1.11
C 0.70 4.25 4.86
C 0.96 3.17 3.75
C 2.05 2.16 4.20
O -0.31 2.59 3.35
H 0.29 3.72 5.72
H -0.07 4.92 4.47
H 1.58 4.77 5.24
H 1.32 3.62 2.83
H 1.61 1.55 4.98
H 2.90 2.70 4.62
H 2.45 1.61 3.34
H -0.75 2.21 4.12
C -2.95 -3.20 0.96
C -3.01 -4.14 2.19
C -3.48 -3.43 3.49
O -4.02 -5.10 1.84
H -2.58 -3.72 0.07
H -2.37 -2.33 1.28
H -3.94 -2.76 0.82
H -2.04 -4.63 2.27
H -4.46 -2.99 3.31
H -2.86 -2.57 3.74
H -3.49 -4.09 4.35
H -4.86 -4.66 1.95
C 7.66 0.26 1.22
C 6.78 1.52 1.15
C 5.28 1.25 1.40
O 7.19 2.40 2.23
H 7.82 -0.18 2.21
H 8.64 0.43 0.77
H 7.22 -0.52 0.60
H 6.86 2.08 0.22
H 4.80 1.02 0.45
H 4.82 2.20 1.67
H 4.99 0.46 2.09
H 6.80 2.04 3.03
C 4.38 -2.33 -0.77
C 4.39 -1.67 -2.14
C 5.59 -0.66 -2.25
O 4.61 -2.75 -3.05
H 5.18 -3.07 -0.68
H 3.45 -2.85 -0.54
H 4.55 -1.55 -0.02
H 3.48 -1.12 -2.37
H 5.72 -0.32 -3.27
H 6.60 -0.97 -1.97
H 5.34 0.21 -1.65
H 3.97 -3.44 -2.89

5.
86
Properties=species:S:1:pos:R:3 method="wB97M-V/def2-TZVPD" e_homo_ev=-10.57 total_charge=0 smiles="C[C@H]1COC(=O)O1.C[C@H]1COC(=O)O1.C[C@H]1COC(=O)O1.C[C@H]1COC(=O)O1.COC(=O)OC.COC(=O)OC.O=C1OCCO1" e_lumo_ev=-0.183 de_lowest_kcal_mol=7.8 homo_lumo_gap_ev=10.386 e_tot_ha=-2556.721045
C 3.54 -1.11 -3.80
C 4.46 -0.05 -3.23
C 5.75 -0.52 -2.54
O 6.77 0.29 -3.13
C 6.25 1.01 -4.16
O 6.88 1.79 -4.80
O 4.96 0.71 -4.34
H 4.07 -1.93 -4.29
H 2.86 -0.66 -4.51
H 2.92 -1.57 -3.02
H 3.92 0.59 -2.52
H 5.90 -1.58 -2.76
H 5.74 -0.38 -1.46
C 2.14 2.24 1.36
C 3.53 1.63 1.34
C 3.95 1.04 2.69
O 4.36 -0.28 2.38
C 4.13 -0.58 1.09
O 4.30 -1.64 0.59
O 3.58 0.49 0.46
H 1.36 1.48 1.28
H 1.93 2.94 0.56
H 2.05 2.76 2.32
H 4.25 2.33 0.91
H 3.11 1.07 3.38
H 4.80 1.56 3.11
C -3.19 -4.52 2.65
C -2.73 -5.04 1.31
C -3.80 -5.43 0.27
O -3.37 -4.73 -0.90
C -2.34 -3.91 -0.63
O -1.85 -3.15 -1.41
O -2.02 -3.99 0.67
H -3.84 -3.65 2.59
H -2.32 -4.14 3.19
H -3.68 -5.29 3.24
H -2.04 -5.88 1.44
H -4.80 -5.12 0.57
H -3.71 -6.49 0.07
C -3.74 1.63 -3.61
C -4.18 0.27 -4.11
C -4.20 -0.85 -3.04
O -5.58 -1.12 -2.87
C -6.30 -0.50 -3.84
O -7.47 -0.67 -3.98
O -5.53 0.31 -4.57
H -3.59 2.30 -4.45
H -2.79 1.49 -3.09
H -4.46 2.08 -2.92
H -3.49 0.01 -4.91
H -3.70 -0.53 -2.12
H -3.67 -1.73 -3.40
C -0.61 6.08 4.42
O -0.39 5.76 3.04
C 0.82 6.08 2.56
O 1.67 6.65 3.17
O 0.99 5.64 1.32
C -0.01 4.92 0.66
H -0.19 7.04 4.69
H -0.13 5.34 5.06
H -1.69 6.15 4.54
H -0.86 5.51 0.30
H -0.51 4.15 1.27
H 0.40 4.36 -0.18
C 1.57 -2.91 3.12
O 0.58 -2.22 2.37
C -0.45 -1.80 3.11
O -0.53 -1.85 4.31
O -1.39 -1.36 2.30
C -2.61 -0.78 2.77
H 2.34 -3.23 2.40
H 1.19 -3.89 3.44
H 2.10 -2.34 3.87
H -3.19 -1.47 3.39
H -3.13 -0.63 1.83
H -2.44 0.11 3.37
O 0.24 0.62 -3.64
C 0.06 0.45 -2.49
O -0.81 1.18 -1.71
C -0.89 0.62 -0.40
C 0.12 -0.51 -0.45
O 0.68 -0.48 -1.74
H -0.64 1.39 0.33
H -1.92 0.31 -0.20
H -0.43 -1.41 -0.15
H 0.93 -0.46 0.28